# 1
Entry from OMol25: a 2-piece molecular cluster, C5H8O overall (ωB97M-V/def2-TZVPD).

XYZ file:
```
14
Properties=species:S:1:pos:R:3:nbo_charge:R:1
C 2.01 0.85 0.12 -0.490
C 1.25 -0.20 0.08 0.119
C 0.15 -0.89 -0.20 -0.309
C -0.85 -1.37 0.82 -0.637
H 1.37 1.69 -0.23 0.280
H 3.05 1.00 0.37 0.235
H 0.07 -1.31 -1.20 0.227
H -0.82 -0.78 1.74 0.222
H -0.60 -2.41 1.06 0.228
H -1.87 -1.36 0.43 0.214
C -0.90 1.15 -0.73 0.250
O -0.13 2.07 -0.93 -0.580
H -1.29 0.55 -1.57 0.122
H -1.42 1.01 0.23 0.119
```

Computed properties:
- ΔE to the lowest compared entry with this formula, charge and spin: 328.2 kJ/mol
- Structure (SMILES): C=C=CC.C=O
- HOMO: -9.585 eV
- 2S+1: 1
- Orbital gap: 10.5 eV

***

# 2
Entry from OMol25: an isolated ion of composition C6H8N2O2P and charge -1 at a distorted geometry (ωB97M-V/def2-TZVPD).

XYZ file:
```
19
Properties=species:S:1:pos:R:3:nbo_charge:R:1
O -2.49 3.55 1.98 -0.754
C -2.06 2.54 1.40 0.688
N -1.77 1.36 1.95 -0.647
C -1.39 0.53 0.88 0.428
O -0.98 -0.91 0.93 -0.826
P -0.44 -2.05 -0.23 0.872
C 1.13 -1.24 -0.87 -0.567
C 2.16 -0.77 0.17 -0.395
C 2.33 -2.13 -0.54 -0.434
C -1.24 1.25 -0.29 -0.292
N -1.93 2.45 -0.01 -0.639
H -1.35 -1.84 -1.41 -0.095
H 0.86 -0.83 -1.86 0.239
H 1.84 -0.69 1.20 0.235
H 2.71 0.05 -0.07 0.211
H 3.10 -2.20 -1.35 0.200
H 2.27 -3.18 -0.04 0.221
H -1.04 0.85 -1.25 0.178
H -1.71 3.27 -0.60 0.375
```

Computed properties:
- Net charge: -1
- ΔE to the lowest compared entry with this formula, charge and spin: 485.8 kJ/mol
- Structure (SMILES): [O-]c1nc(OPC2CC2)c[nH]1
- HOMO: -2.659 eV
- 2S+1: 1
- Orbital gap: 6.0 eV

***

# 3
Entry from OMol25: a 3-piece molecular cluster, C4H12ClFO7S4 overall (ωB97M-V/def2-TZVPD).

XYZ file:
```
29
Properties=species:S:1:pos:R:3:nbo_charge:R:1
O 3.39 0.60 4.02 -0.833
S 2.73 0.02 2.90 1.834
O 2.47 -1.58 3.26 -0.721
Cl 3.79 -2.63 3.32 0.279
O 3.99 -0.36 1.71 -0.915
S 4.41 0.81 0.76 2.597
O 3.53 0.89 -0.35 -0.895
O 4.79 1.95 1.50 -0.889
F 5.72 0.12 0.26 -0.462
C -2.35 1.74 2.16 -0.829
S -0.96 0.67 1.79 1.259
O 0.18 1.16 2.61 -1.013
C -0.69 1.26 0.12 -0.829
H -2.65 1.55 3.19 0.242
H -2.05 2.78 2.04 0.233
H -3.18 1.50 1.49 0.225
H -0.50 2.34 0.14 0.229
H -1.56 1.03 -0.49 0.222
H 0.18 0.75 -0.29 0.264
C -3.13 -1.21 -2.15 -0.835
S -1.72 -2.27 -2.50 1.261
O -0.59 -1.78 -1.66 -0.988
C -1.44 -1.67 -4.17 -0.832
H -3.43 -1.40 -1.12 0.238
H -2.83 -0.17 -2.27 0.223
H -3.95 -1.46 -2.82 0.231
H -1.26 -0.60 -4.14 0.230
H -2.31 -1.90 -4.78 0.228
H -0.57 -2.18 -4.56 0.244
```

Computed properties:
- HOMO: -9.254 eV
- 2S+1: 1
- Orbital gap: 8.5 eV

***

# 4
Entry from OMol25: one molecule with the formula C6H14O at a distorted geometry (ωB97M-V/def2-TZVPD).

XYZ file:
```
21
Properties=species:S:1:pos:R:3:nbo_charge:R:1
C -2.79 0.24 -0.93 -0.244
O -1.62 0.58 -0.25 -0.543
C -0.81 -0.52 0.06 -0.051
C 0.62 -0.06 0.48 -0.078
C 1.28 -1.32 1.13 -0.617
C 1.40 0.21 -0.88 -0.590
C 0.96 1.46 0.86 -0.597
H -3.45 -0.41 -0.33 0.164
H -2.57 -0.28 -1.88 0.164
H -3.31 1.17 -1.15 0.194
H -0.68 -1.15 -0.84 0.157
H -1.35 -1.19 0.77 0.167
H 0.74 -1.88 1.91 0.214
H 2.26 -1.07 1.54 0.216
H 1.45 -2.06 0.33 0.206
H 0.92 0.98 -1.51 0.214
H 1.35 -0.75 -1.34 0.178
H 2.45 0.53 -0.78 0.207
H 0.03 2.00 0.94 0.229
H 1.54 2.08 0.13 0.203
H 1.60 1.46 1.73 0.209
```

Computed properties:
- ΔE to the lowest compared entry with this formula, charge and spin: 238.0 kJ/mol
- Structure (SMILES): COCC(C)(C)C
- HOMO: -9.481 eV
- 2S+1: 1
- Orbital gap: 10.5 eV

***

# 5
Entry from OMol25: one molecule with the formula C5H6O at a distorted geometry (ωB97M-V/def2-TZVPD).

XYZ file:
```
12
Properties=species:S:1:pos:R:3:nbo_charge:R:1
C 1.21 1.38 0.14 -0.623
C 1.31 -0.12 0.27 -0.589
C 0.11 -0.96 0.09 0.321
O -0.92 -0.16 -0.19 -0.492
C -2.00 -0.91 -0.34 0.312
C -3.02 -1.51 -0.49 -0.323
H 2.19 1.81 0.31 0.216
H 0.52 1.79 0.88 0.215
H 0.86 1.66 -0.86 0.215
H 1.67 -0.43 1.26 0.253
H 2.01 -0.55 -0.45 0.253
H -3.94 -2.01 -0.64 0.242
```

Computed properties:
- ΔE to the lowest compared entry with this formula, charge and spin: 493.2 kJ/mol
- HOMO: -9.049 eV
- 2S+1: 1
- Orbital gap: 9.6 eV

***

# 6
Entry from OMol25: a 2-piece molecular cluster, C11H14N2 overall at a distorted geometry (ωB97M-V/def2-TZVPD).

XYZ file:
```
27
Properties=species:S:1:pos:R:3:mulliken_spin:R:1
C -1.50 -2.07 -0.67 0.073
C 0.92 -2.03 0.34 0.002
C -0.41 -2.41 0.23 -0.017
C 0.49 -3.75 1.65 0.044
N 1.54 -2.91 1.21 0.018
N -0.73 -3.45 1.07 0.000
H 1.34 -1.00 0.06 0.027
H 2.48 -3.08 1.49 -0.052
H -2.01 -1.26 -0.28 0.001
H -2.22 -2.96 -0.75 -0.007
H 0.46 -4.65 2.19 -0.006
H -1.24 -2.01 -1.69 0.004
C 0.84 3.46 1.74 -0.017
C -0.67 0.95 -0.98 0.013
C -0.30 1.58 0.17 0.198
C -0.66 1.62 -2.19 0.156
C 0.21 2.86 0.23 -0.148
C -0.12 2.79 -2.14 -0.114
C 0.26 3.54 -0.99 0.477
H -0.67 -0.18 -1.04 0.153
H -0.50 0.89 1.03 0.051
H -1.34 1.37 -2.97 0.050
H -0.18 3.44 -2.98 -0.004
H 0.50 4.53 1.88 0.011
H 1.92 3.15 1.39 0.004
H 0.68 4.47 -1.14 0.067
H 0.73 2.60 2.47 0.016
```

Computed properties:
- Net charge: -1
- ΔE to the lowest compared entry with this formula, charge and spin: 345.6 kJ/mol
- HOMO (alpha / beta): 0.882 / -3.463 eV
- 2S+1: 2
- Orbital gap (alpha / beta): 2.3 / 6.5 eV

***

# 7
Entry from OMol25: a 4-piece molecular cluster, C37H72BrFN3 overall at a distorted geometry (ωB97M-V/def2-TZVPD).

XYZ file:
```
114
Properties=species:S:1:pos:R:3:lowdin_charge:R:1
F -0.95 0.01 1.03 0.047
C 0.38 0.48 1.07 -0.199
C 1.24 0.98 2.26 0.042
N 2.61 1.34 1.82 0.132
C 2.63 1.09 0.38 -0.136
C 3.91 1.29 -0.61 -0.083
C 4.09 -0.13 -1.37 -0.237
C 5.61 -0.55 -1.67 -0.189
C 6.38 -1.20 -0.41 -0.192
C 5.64 -1.04 1.01 -0.206
C 6.45 -1.98 2.07 -0.198
C 5.47 -2.95 2.89 -0.211
C 4.28 -2.15 3.64 -0.233
C 3.52 -3.04 4.75 -0.198
C 2.85 -4.36 4.07 -0.189
C 1.24 -4.23 4.06 -0.175
C 0.71 -3.01 3.16 -0.171
N 0.78 -3.22 1.69 -0.149
C 1.93 -3.20 0.80 -0.080
C 1.50 -3.44 -0.68 -0.091
C -0.06 -3.64 -0.58 -0.080
C -0.46 -3.47 0.93 -0.051
N 1.33 0.61 -0.03 -0.390
Br 0.66 0.11 -1.70 0.929
H 0.78 1.02 3.30 0.142
H 3.36 1.67 2.44 0.170
H 4.81 1.57 0.05 0.121
H 3.68 2.17 -1.30 0.132
H 3.53 -0.01 -2.39 0.093
H 3.52 -0.95 -0.81 0.084
H 5.56 -1.37 -2.48 0.120
H 6.17 0.33 -2.17 0.121
H 7.40 -0.64 -0.32 0.127
H 6.58 -2.31 -0.61 0.116
H 5.79 0.05 1.39 0.108
H 4.54 -1.35 1.01 0.071
H 7.04 -1.36 2.83 0.113
H 7.20 -2.64 1.50 0.111
H 6.02 -3.58 3.67 0.123
H 4.99 -3.69 2.13 0.104
H 4.68 -1.16 4.05 0.114
H 3.49 -1.90 2.83 0.064
H 2.73 -2.38 5.25 0.103
H 4.31 -3.33 5.55 0.119
H 3.15 -5.25 4.74 0.120
H 3.23 -4.54 3.00 0.094
H 0.76 -5.22 3.70 0.125
H 0.91 -4.04 5.16 0.123
H -0.40 -2.83 3.43 0.131
H 1.30 -2.04 3.40 0.105
H 3.03 -3.02 1.10 0.078
H 2.13 -3.48 -1.64 0.079
H -0.73 -3.83 -1.48 0.082
H -1.53 -3.55 1.34 0.116
C 1.83 -6.92 -2.66 -0.106
C 2.63 -6.02 -3.59 -0.273
C 1.76 -5.05 -4.39 -0.236
C 0.75 -5.69 -5.34 -0.228
C 1.35 -6.63 -6.39 -0.270
C 2.31 -5.94 -7.35 -0.114
H 1.14 -7.56 -3.21 0.070
H 2.50 -7.56 -2.08 0.074
H 1.24 -6.32 -1.95 0.059
H 3.23 -6.64 -4.26 0.102
H 3.34 -5.44 -2.99 0.094
H 2.42 -4.38 -4.96 0.101
H 1.22 -4.40 -3.69 0.086
H 0.21 -4.89 -5.86 0.109
H 0.00 -6.24 -4.76 0.103
H 0.53 -7.07 -6.97 0.107
H 1.86 -7.47 -5.90 0.100
H 1.81 -5.12 -7.87 0.076
H 2.67 -6.65 -8.10 0.073
H 3.18 -5.54 -6.83 0.064
C -2.16 7.07 1.45 -0.107
C -2.96 5.78 1.54 -0.267
C -2.10 4.56 1.85 -0.224
C -1.04 4.21 0.80 -0.229
C -1.57 3.97 -0.62 -0.261
C -2.52 2.79 -0.71 -0.105
H -1.43 7.05 0.63 0.066
H -2.82 7.92 1.27 0.074
H -1.62 7.26 2.38 0.077
H -3.52 5.63 0.61 0.084
H -3.70 5.89 2.33 0.109
H -2.76 3.69 1.99 0.103
H -1.59 4.71 2.81 0.109
H -0.50 3.32 1.13 0.081
H -0.29 5.01 0.76 0.103
H -0.72 3.79 -1.28 0.099
H -2.07 4.87 -1.00 0.104
H -2.03 1.87 -0.37 0.042
H -2.83 2.64 -1.75 0.077
H -3.42 2.94 -0.11 0.069
C -9.79 5.86 2.27 -0.114
C -8.45 6.48 1.91 -0.276
C -8.44 7.14 0.53 -0.229
C -8.69 6.20 -0.65 -0.227
C -7.71 5.03 -0.77 -0.269
C -6.27 5.46 -0.99 -0.115
H -10.05 5.05 1.59 0.066
H -9.75 5.44 3.28 0.070
H -10.59 6.60 2.24 0.077
H -7.66 5.73 1.98 0.095
H -8.21 7.25 2.66 0.104
H -7.48 7.65 0.40 0.100
H -9.20 7.93 0.51 0.111
H -8.64 6.79 -1.57 0.111
H -9.70 5.81 -0.59 0.103
H -8.02 4.41 -1.61 0.106
H -7.77 4.39 0.12 0.099
H -6.18 6.07 -1.89 0.079
H -5.63 4.59 -1.11 0.060
H -5.89 6.04 -0.14 0.055
```

Computed properties:
- Net charge: +1
- HOMO: -10.412 eV
- 2S+1: 1
- Orbital gap: 6.4 eV

***

# 8
Entry from OMol25: C9H21InN3O3 as an isolated structure at a distorted geometry (ωB97M-V/def2-TZVPD).

XYZ file:
```
37
Properties=species:S:1:pos:R:3:nbo_charge:R:1
In 11.72 -11.33 -30.08 1.349
C 12.02 -8.66 -26.31 -0.698
C 13.11 -8.84 -27.34 0.679
O 12.90 -9.37 -28.45 -0.615
N 14.32 -8.31 -27.04 -0.390
C 15.35 -8.11 -28.02 -0.450
H 11.23 -8.05 -26.76 0.277
H 12.37 -8.22 -25.38 0.262
H 11.54 -9.63 -26.18 0.250
H 14.56 -8.10 -26.08 0.451
H 15.72 -7.08 -27.91 0.280
H 15.05 -8.29 -29.04 0.246
H 16.20 -8.78 -27.78 0.277
C 7.55 -11.65 -32.62 -0.733
C 8.97 -12.10 -32.71 0.668
O 9.65 -12.30 -31.66 -0.598
N 9.51 -12.44 -33.90 -0.368
C 8.95 -12.23 -35.18 -0.458
H 6.93 -12.53 -32.87 0.281
H 7.25 -10.89 -33.34 0.279
H 7.33 -11.34 -31.61 0.264
H 10.43 -12.87 -33.82 0.436
H 9.50 -11.44 -35.71 0.283
H 7.90 -11.99 -35.16 0.254
H 9.05 -13.14 -35.79 0.285
C 11.13 -16.33 -29.12 -0.669
C 10.46 -14.98 -29.14 0.691
O 11.13 -14.02 -29.59 -0.548
N 9.22 -14.88 -28.69 -0.504
C 8.36 -13.72 -28.65 -0.418
H 10.46 -17.13 -28.80 0.266
H 11.93 -16.24 -28.38 0.275
H 11.57 -16.50 -30.09 0.272
H 8.77 -15.74 -28.41 0.439
H 8.97 -12.82 -28.62 0.194
H 7.78 -13.70 -27.74 0.262
H 7.72 -13.70 -29.53 0.228
```

Computed properties:
- Net charge: +3
- ΔE to the lowest compared entry with this formula, charge and spin: 81.6 kJ/mol
- HOMO: -18.590 eV
- 2S+1: 1
- Orbital gap: 2.5 eV